Density functional theory data (the ωB97M-V functional and the def2-TZVPD basis) for 9 unconnected molecules or ions with the total composition C34H51O26 at a distorted geometry.

Values from the calculation:
* orbital gap (alpha / beta): 9.89 / 4.82 eV
* highest occupied orbital energy (alpha / beta): -0.38724 / -0.38724 Ha
* energy above the lowest of the compared OMol25 structures with the same formula, charge and spin: 0.0000 eV
* lowest unoccupied orbital energy (alpha / beta): -0.024 / -0.210 hartree
* spin multiplicity: 2
* max |F|: 5.79 eV Å⁻¹

Each atom is followed by the atoms it is bonded to, with distances in Å.
Cartesian coordinates (Å):
1 C -0.766 1.143 0.368  C2 1.539, H5 1.090, H6 1.090, H7 1.090
2 C -0.623 -0.162 1.170  C1 1.539, O3 1.236, O4 1.246
3 O -1.623 -0.870 1.335  C2 1.236
4 O 0.465 -0.371 1.740  C2 1.246
5 H -1.528 0.966 -0.391  C1 1.090
6 H 0.105 1.185 -0.286  C1 1.090
7 H -1.009 1.995 1.003  C1 1.090
8 C -4.131 1.242 3.682  C9 1.538, H15 1.090, H16 1.090, H17 1.090
9 C -4.264 2.026 2.365  C8 1.538, C10 1.455, O14 1.428, H18 1.090
10 C -4.426 1.123 1.235  C9 1.455, O11 1.446, H19 1.090, H20 1.090
11 O -5.866 0.987 1.208  C10 1.446, C12 1.314
12 C -6.420 2.065 1.718  O11 1.314, O13 1.213, O14 1.345
13 O -7.606 2.312 1.671  C12 1.213
14 O -5.441 2.825 2.241  C9 1.428, C12 1.345
15 H -4.467 1.847 4.524  C8 1.090
16 H -3.061 1.054 3.767  C8 1.090
17 H -4.679 0.301 3.741  C8 1.090
18 H -3.394 2.659 2.191  C9 1.090
19 H -3.863 0.207 1.407  C10 1.090
20 H -4.045 1.645 0.357  C10 1.090
21 C 3.976 0.821 3.474  C22 1.526, H28 1.090, H29 1.090, H30 1.090
22 C 3.127 1.341 2.318  C21 1.526, C23 1.516, O27 1.418, H31 1.090
23 C 2.305 2.611 2.423  C22 1.516, O24 1.464, H32 1.090, H33 1.090
24 O 2.483 3.217 1.103  C23 1.464, C25 1.330
25 C 3.583 2.715 0.548  O24 1.330, O26 1.203, O27 1.312
26 O 4.044 3.066 -0.506  C25 1.203
27 O 4.030 1.736 1.299  C22 1.418, C25 1.312
28 H 4.756 0.094 3.246  C21 1.090
29 H 3.337 0.296 4.184  C21 1.090
30 H 4.441 1.619 4.052  C21 1.090
31 H 2.552 0.580 1.791  C22 1.090
32 H 2.706 3.271 3.193  C23 1.090
33 H 1.242 2.410 2.554  C23 1.090
34 C 3.489 4.797 -3.220  C35 1.517, H41 1.090, H42 1.090, H43 1.090
35 C 2.052 4.382 -2.967  C34 1.517, C36 1.515, O40 1.355, H44 1.090
36 C 1.432 4.438 -1.585  C35 1.515, O37 1.450, H45 1.090, H46 1.090
37 O 0.127 5.022 -1.829  C36 1.450, C38 1.375
38 C 0.181 5.594 -3.078  O37 1.375, O39 1.230, O40 1.312
39 O -0.749 6.269 -3.517  C38 1.230
40 O 1.362 5.362 -3.600  C35 1.355, C38 1.312
41 H 3.681 4.911 -4.287  C34 1.090
42 H 4.055 3.949 -2.835  C34 1.090
43 H 3.737 5.718 -2.691  C34 1.090
44 H 1.757 3.474 -3.492  C35 1.090
45 H 2.053 5.070 -0.949  C36 1.090
46 H 1.296 3.448 -1.150  C36 1.090
47 C 1.405 -4.061 1.949  C48 1.550, H54 1.090, H55 1.090, H56 1.090
48 C 2.323 -3.013 2.629  C47 1.550, C49 1.506, O53 1.447, H57 1.090
49 C 1.962 -2.440 3.975  C48 1.506, O50 1.413, H58 1.090, H59 1.090
50 O 3.179 -2.535 4.688  C49 1.413, C51 1.311
51 C 4.036 -3.323 4.085  O50 1.311, O52 1.245, O53 1.288
52 O 5.076 -3.819 4.558  C51 1.245
53 O 3.633 -3.572 2.888  C48 1.447, C51 1.288
54 H 0.498 -3.557 1.615  C47 1.090
55 H 1.193 -4.785 2.735  C47 1.090
56 H 1.927 -4.539 1.120  C47 1.090
57 H 2.552 -2.143 2.015  C48 1.090
58 H 1.147 -2.990 4.446  C49 1.090
59 H 1.585 -1.421 3.879  C49 1.090
60 C -1.538 -1.561 4.895  C61 1.570, H67 1.090, H68 1.090, H69 1.090
61 C -2.545 -2.563 4.227  C60 1.570, C62 1.487, O66 1.397, H70 1.090
62 C -1.901 -3.712 3.537  C61 1.487, O63 1.422, H71 1.090, H72 1.090
63 O -2.411 -4.859 4.205  C62 1.422, C64 1.321
64 C -3.209 -4.527 5.204  O63 1.321, O65 1.217, O66 1.331
65 O -3.786 -5.301 5.946  C64 1.217
66 O -3.303 -3.200 5.212  C61 1.397, C64 1.331
67 H -0.874 -0.992 4.244  C60 1.090
68 H -0.983 -2.066 5.686  C60 1.090
69 H -2.162 -0.773 5.314  C60 1.090
70 H -3.242 -2.008 3.598  C61 1.090
71 H -0.818 -3.811 3.608  C62 1.090
72 H -2.157 -3.770 2.479  C62 1.090
73 C -3.738 -1.776 -1.850  C74 1.521, H80 1.090, H81 1.090, H82 1.090
74 C -2.233 -1.991 -1.887  C73 1.521, C75 1.510, O79 1.403, H83 1.090
75 C -1.683 -3.231 -1.224  C74 1.510, O76 1.405, H84 1.090, H85 1.090
76 O -0.915 -3.721 -2.293  C75 1.405, C77 1.310
77 C -1.025 -2.999 -3.380  O76 1.310, O78 1.240, O79 1.270
78 O -0.252 -3.173 -4.334  C77 1.240
79 O -1.944 -2.132 -3.252  C74 1.403, C77 1.270
80 H -4.382 -2.632 -2.053  C73 1.090
81 H -3.927 -0.940 -2.523  C73 1.090
82 H -3.972 -1.368 -0.866  C73 1.090
83 H -1.686 -1.067 -1.694  C74 1.090
84 H -2.472 -3.932 -0.949  C75 1.090
85 H -1.059 -3.017 -0.356  C75 1.090
86 C -0.929 -0.687 -6.605  C87 1.521, H93 1.090, H94 1.090, H95 1.090
87 C -0.176 0.324 -5.755  C86 1.521, C88 1.533, O92 1.435, H96 1.090
88 C -0.330 1.753 -6.288  C87 1.533, O89 1.403, H97 1.090, H98 1.090
89 O -0.507 2.433 -5.074  C88 1.403, C90 1.290
90 C -0.797 1.688 -4.061  O89 1.290, O91 1.259, O92 1.336
91 O -0.970 2.141 -2.899  C90 1.259
92 O -0.689 0.405 -4.417  C87 1.435, C90 1.336
93 H -1.982 -0.479 -6.797  C86 1.090
94 H -0.958 -1.587 -5.991  C86 1.090
95 H -0.478 -0.844 -7.585  C86 1.090
96 H 0.889 0.094 -5.735  C87 1.090
97 H -1.176 1.911 -6.956  C88 1.090
98 H 0.616 2.130 -6.677  C88 1.090
99 C 1.777 -1.629 -1.143  C100 1.497, H106 1.090, H107 1.090, H108 1.090
100 C 2.456 -0.954 -2.295  C99 1.497, C101 1.580, O105 1.461, H109 1.090
101 C 2.222 0.597 -2.478  C100 1.580, O102 1.432, H110 1.090, H111 1.090
102 O 3.539 1.140 -2.619  C101 1.432, C103 1.324
103 C 4.462 0.197 -2.515  O102 1.324, O104 1.231, O105 1.344
104 O 5.635 0.306 -2.872  C103 1.231
105 O 3.904 -0.954 -2.105  C100 1.461, C103 1.344
106 H 2.011 -1.019 -0.271  C99 1.090
107 H 2.214 -2.624 -1.062  C99 1.090
108 H 0.692 -1.546 -1.213  C99 1.090
109 H 2.412 -1.564 -3.197  C100 1.090
110 H 1.734 0.937 -1.565  C101 1.090
111 H 1.716 0.757 -3.430  C101 1.090